# C7H12

The molecule C7H12 (ωB97M-V/def2-TZVPD, the Open Molecules 2025 dataset).

Each line ends with the Löwdin charge.
Geometry (Å):
C (1.47565, -1.85619, -0.18512)  -0.101
C (1.18859, -0.43469, -0.66390)  -0.231
C (0.37943, 1.72491, -0.35973)  0.087
C (-1.10301, 1.72513, -0.52095)  -0.240
C (-1.72736, 0.43814, 0.05126)  -0.194
C (-0.67994, 0.01374, 1.08586)  -0.171
C (0.64395, 0.50149, 0.46130)  -0.378
H (1.89505, -2.44945, -1.00478)  0.074
H (2.19877, -1.85729, 0.63814)  0.079
H (0.56973, -2.36584, 0.15844)  0.064
H (2.10392, 0.01486, -1.06055)  0.109
H (0.47938, -0.47616, -1.50241)  0.114
H (-1.33777, 2.58560, 0.13902)  0.133
H (-1.44269, 2.03852, -1.51438)  0.106
H (-2.72183, 0.59312, 0.48168)  0.103
H (-1.82929, -0.31865, -0.73657)  0.104
H (-0.69981, -1.05672, 1.31504)  0.097
H (-0.84867, 0.54733, 2.03055)  0.113
H (1.45591, 0.63215, 1.18710)  0.134

Atomic forces in eV per Å
C -0.02 -0.06 0.06
C 0.02 -0.03 -0.17
C -0.30 -0.23 0.16
C 0.08 -0.02 -0.11
C -0.01 -0.05 -0.03
C -0.01 -0.01 0.04
C 0.06 0.10 0.05
H -0.05 0.09 0.13
H -0.11 0.01 -0.10
H 0.14 0.07 -0.05
H -0.14 -0.05 0.06
H 0.08 0.02 0.12
H 0.06 -0.04 -0.03
H 0.05 0.01 0.16
H 0.15 -0.02 -0.07
H 0.03 0.12 0.10
H 0.03 0.17 -0.05
H 0.03 -0.07 -0.14
H -0.10 -0.01 -0.13

Output
total charge: 0
electronic energy: -7450.39019 eV
orbital gap: 8.87 eV